[1]
This record from the Open Molecules 2025 dataset describes C3H5N in the gas phase. The level of theory is ωB97M-V/def2-TZVPD.

Atoms and positions in Å:
C (1.133, 0.183, -1.423)
C (0.002, -0.013, -0.572)
N (0.068, 0.250, 0.786)
C (-0.936, 0.142, 1.656)
H (2.172, 0.333, -0.911)
H (1.119, -0.289, -2.487)
H (-1.003, -0.417, -1.008)
H (-0.654, 0.106, 2.697)
H (-1.901, -0.295, 1.262)

**Structure (SMILES)**: C=CN=C
**Calculated total energy**: -4679.5527 eV
**Relative energy (zero: lowest compared OMol25 entry of this formula, charge and spin)**: 222.3 kJ/mol
**Frontier orbital gap**: 9.08 eV
**Highest occupied orbital energy**: -0.334 Eh

[2]
This record from the Open Molecules 2025 dataset describes C3H5N in the gas phase. The level of theory is ωB97M-V/def2-TZVPD.

Atoms and positions in Å:
C (-1.966, -0.367, -0.132)
C (-0.947, 0.263, -0.359)
C (0.422, 0.708, -0.044)
N (1.169, -0.679, -0.276)
H (-2.923, -0.659, 0.072)
H (0.272, 1.065, 1.119)
H (0.793, 1.350, -0.796)
H (1.009, -1.274, 0.690)
H (2.171, -0.406, -0.275)

**Structure (SMILES)**: C#CCN
**Calculated total energy**: -4678.6458 eV
**Relative energy (zero: lowest compared OMol25 entry of this formula, charge and spin)**: 309.9 kJ/mol
**Frontier orbital gap**: 10.76 eV
**Highest occupied orbital energy**: -0.362 Eh

[3]
This record from the Open Molecules 2025 dataset describes a gas-phase ion, C3H5N2 (charge +1). The level of theory is ωB97M-V/def2-TZVPD.

Atoms and positions in Å:
C (-1.259, -0.491, 1.747)
C (-0.296, 0.192, -0.554)
C (0.711, -0.116, 0.494)
N (-1.564, 0.051, -0.373)
N (0.002, -0.616, 1.562)
H (1.186, 0.976, 0.679)
H (-0.029, 0.148, -1.668)
H (1.767, -0.605, 0.294)
H (-2.521, 0.349, -0.216)
H (0.516, -1.171, 2.238)

**Calculated total energy**: -6159.7610 eV
**Relative energy (zero: lowest compared OMol25 entry of this formula, charge and spin)**: 591.6 kJ/mol
**Total charge**: +1
**Frontier orbital gap**: 9.60 eV
**Highest occupied orbital energy**: -0.554 Eh

[4]
This record from the Open Molecules 2025 dataset describes a gas-phase ion, C3H5N2 (charge +1). The level of theory is ωB97M-V/def2-TZVPD.

Atoms and positions in Å:
N (1.954, -1.358, -1.382)
C (1.244, -0.655, -0.860)
C (0.053, -0.016, -0.570)
C (0.189, 0.735, 0.685)
N (-1.101, -0.217, 0.296)
H (-0.254, 0.627, -1.464)
H (0.996, 0.100, 1.206)
H (0.026, 1.728, 1.310)
H (-1.136, -1.248, 0.497)
H (-1.972, 0.305, 0.282)

**Structure (SMILES)**: N#C[C@@H]1C[NH2+]1
**Calculated total energy**: -6160.7406 eV
**Relative energy (zero: lowest compared OMol25 entry of this formula, charge and spin)**: 497.1 kJ/mol
**Total charge**: +1
**Frontier orbital gap**: 12.41 eV
**Highest occupied orbital energy**: -0.623 Eh

[5]
This record from the Open Molecules 2025 dataset describes a gas-phase ion, C3H5N2 (charge +1). The level of theory is ωB97M-V/def2-TZVPD.

Atoms and positions in Å:
C (-1.240, -0.893, 0.149)
C (0.217, -1.021, 0.030)
C (-0.630, 1.108, 0.050)
N (-1.630, 0.339, -0.085)
N (0.587, 0.412, 0.064)
H (0.644, -1.668, 0.795)
H (0.455, -1.633, -1.009)
H (-0.739, 2.157, 0.047)
H (1.281, 0.384, 0.741)
H (1.054, 0.814, -0.783)

**Calculated total energy**: -6159.5266 eV
**Relative energy (zero: lowest compared OMol25 entry of this formula, charge and spin)**: 614.2 kJ/mol
**Total charge**: +1
**Frontier orbital gap (spin up / spin down)**: 7.52 / 8.23 eV
**Highest occupied orbital energy (spin up / spin down)**: -0.502 / -0.527 Eh

[6]
This record from the Open Molecules 2025 dataset describes a gas-phase ion, C3H5N2 (charge +1). The level of theory is ωB97M-V/def2-TZVPD.

Atoms and positions in Å:
C (-1.965, -0.542, -0.144)
C (0.170, -0.674, 0.557)
C (-0.300, 0.800, 0.450)
N (-1.634, 0.596, -0.024)
N (0.685, 0.240, -0.455)
H (-2.315, -1.517, -0.448)
H (0.957, -1.083, 1.176)
H (0.059, 1.672, 1.025)
H (1.671, 0.317, -0.127)
H (0.335, 0.221, -1.438)

**Calculated total energy**: -6158.7505 eV
**Relative energy (zero: lowest compared OMol25 entry of this formula, charge and spin)**: 689.1 kJ/mol
**Total charge**: +1
**Frontier orbital gap (spin up / spin down)**: 8.65 / 8.65 eV
**Highest occupied orbital energy (spin up / spin down)**: -0.507 / -0.507 Eh

[7]
This record from the Open Molecules 2025 dataset describes C3H5N2OP in the gas phase. The level of theory is ωB97M-V/def2-TZVPD.

Atoms and positions in Å:
C (0.281, -1.008, 1.153)
C (0.558, 1.024, -0.094)
C (-1.524, -0.355, -0.272)
N (1.881, 0.771, -0.171)
N (-0.229, -0.199, 0.245)
O (0.001, 2.039, -0.454)
P (2.831, -0.706, -0.305)
H (-0.560, -1.771, 1.384)
H (-2.209, -0.057, 0.533)
H (-1.743, 0.206, -1.206)
H (-1.756, -1.538, -0.400)
H (2.470, 1.595, -0.414)

**Calculated total energy**: -17504.0050 eV
**Relative energy (zero: lowest compared OMol25 entry of this formula, charge and spin)**: 471.5 kJ/mol
**Frontier orbital gap (spin up / spin down)**: 6.76 / 6.75 eV
**Highest occupied orbital energy (spin up / spin down)**: -0.289 / -0.286 Eh

[8]
This record from the Open Molecules 2025 dataset describes C3H5N2PS in the gas phase. The level of theory is ωB97M-V/def2-TZVPD.

Atoms and positions in Å:
C (1.339, -0.110, 0.526)
C (-0.289, 1.370, -0.700)
C (0.162, -0.878, 1.066)
N (1.199, 0.869, -0.233)
N (-1.198, 0.378, -0.832)
P (-1.122, -1.246, -0.218)
S (-0.444, 2.953, -0.932)
H (2.337, -0.266, 0.721)
H (0.602, -1.833, 1.555)
H (-0.483, -0.108, 1.686)
H (-1.973, 0.668, -1.443)
H (-0.131, -1.797, -1.195)

**Calculated total energy**: -26291.5133 eV
**Relative energy (zero: lowest compared OMol25 entry of this formula, charge and spin)**: 0.0 kJ/mol
**Frontier orbital gap (spin up / spin down)**: 6.58 / 6.31 eV
**2S+1**: 3
**Highest occupied orbital energy (spin up / spin down)**: -0.209 / -0.331 Eh

[9]
This record from the Open Molecules 2025 dataset describes a gas-phase ion, C3H5N2S (charge -1). The level of theory is ωB97M-V/def2-TZVPD.

Atoms and positions in Å:
C (-1.259, -1.920, 0.057)
C (0.061, -1.660, -0.038)
C (-0.146, 1.911, 0.022)
N (-0.478, 0.522, -0.007)
N (0.454, -0.332, -0.004)
S (2.106, -0.021, 0.007)
H (-1.438, -3.023, -0.026)
H (0.935, -2.325, -0.100)
H (0.937, 2.086, -0.011)
H (-0.617, 2.401, -0.836)
H (-0.553, 2.359, 0.936)

**Calculated total energy**: -17003.9621 eV
**Relative energy (zero: lowest compared OMol25 entry of this formula, charge and spin)**: 184.7 kJ/mol
**Total charge**: -1
**Frontier orbital gap**: 6.37 eV
**Highest occupied orbital energy**: -0.098 Eh

[10]
This record from the Open Molecules 2025 dataset describes C3H5N3 in the gas phase. The level of theory is ωB97M-V/def2-TZVPD.

Atoms and positions in Å:
C (0.594, -1.163, 1.193)
C (0.059, -0.176, 0.192)
C (-1.258, -0.031, -0.411)
N (-1.176, 1.126, -1.128)
N (0.061, 1.518, -1.046)
N (0.822, 0.832, -0.203)
H (-0.043, -1.211, 2.083)
H (0.634, -2.167, 0.761)
H (1.606, -0.881, 1.509)
H (-1.638, -0.230, -1.481)
H (0.340, 2.383, -1.469)

**Structure (SMILES)**: Cc1cn[nH]n1
**Calculated total energy**: -7658.9217 eV
**Relative energy (zero: lowest compared OMol25 entry of this formula, charge and spin)**: 341.0 kJ/mol
**Frontier orbital gap**: 10.61 eV
**Highest occupied orbital energy**: -0.347 Eh